Record 1
59
Properties=species:S:1:pos:R:3 method="wB97M-V/def2-TZVPD" gap_ev="7.254 / 7.254" homo_ev="-6.71 / -6.71" multiplicity=1
Pt -0.710 -0.510 0.761
C -0.374 0.072 4.174
P -1.586 -0.236 2.847
C -2.896 0.969 3.233
C -2.353 -1.833 3.343
C -3.220 -2.306 2.182
P -2.255 -2.141 0.617
C -3.522 -1.977 -0.673
C -1.612 -3.825 0.356
H -0.810 0.003 5.172
H 0.045 1.066 4.027
H 0.433 -0.651 4.070
H -3.281 0.820 4.242
H -3.705 0.885 2.508
H -2.489 1.975 3.138
H -2.916 -1.746 4.275
H -1.534 -2.538 3.509
H -4.097 -1.659 2.079
H -3.584 -3.326 2.324
H -4.281 -2.758 -0.604
H -3.028 -2.032 -1.643
H -3.978 -0.990 -0.591
H -2.415 -4.563 0.373
H -0.880 -4.065 1.129
H -1.106 -3.858 -0.608
S -3.021 1.933 -0.287
C -1.652 2.387 -1.135
N -0.572 2.889 -0.460
C 0.586 3.307 -1.029
C 0.745 3.257 -2.375
C -0.323 2.731 -3.142
C -1.477 2.310 -2.546
H -0.644 2.849 0.548
H 1.355 3.637 -0.349
H 1.675 3.563 -2.826
H -0.220 2.656 -4.216
H -2.297 1.910 -3.123
C 2.566 -1.554 0.345
C 1.965 -0.818 -0.858
C 1.662 -1.854 -1.950
C 0.658 -0.126 -0.512
C 2.908 0.278 -1.350
C 3.288 0.416 -2.681
C 4.050 1.499 -3.104
C 4.447 2.473 -2.204
C 4.079 2.348 -0.870
C 3.322 1.266 -0.453
H 1.867 -2.322 0.672
H 2.720 -0.881 1.186
H 3.517 -2.023 0.083
H 1.023 -2.628 -1.524
H 2.579 -2.321 -2.319
H 1.129 -1.412 -2.793
H 0.440 0.594 -1.312
H 2.988 -0.324 -3.409
H 4.334 1.577 -4.147
H 5.042 3.315 -2.533
H 4.389 3.096 -0.151
H 3.025 1.195 0.584

***

Record 2
10
Properties=species:S:1:pos:R:3 method="wB97M-V/def2-TZVPD" gap_ev=10.841 smiles="O=C1CNC1" homo_ev=-9.85 multiplicity=1
O -0.525 0.415 2.107
C -0.507 0.001 0.976
C 0.527 -0.927 0.202
N 0.629 0.174 -0.754
C -0.725 0.666 -0.499
H 1.526 -1.231 0.555
H 0.057 -1.787 -0.287
H 1.259 0.865 -0.345
H -0.797 1.719 -0.835
H -1.444 0.105 -1.118

***

Record 3
35
Properties=species:S:1:pos:R:3 method="wB97M-V/def2-TZVPD" gap_ev=3.533 homo_ev=-2.25 total_charge=-1 multiplicity=1
C 3.404 2.344 0.219
C 3.924 1.412 -0.837
F 4.818 0.533 -0.209
C 2.876 0.561 -1.539
C 1.808 -0.017 -0.675
C 0.714 0.661 -0.344
C -0.309 0.108 0.526
C -1.429 0.795 0.923
O -2.416 0.419 1.531
O -1.373 2.289 0.606
S -2.278 2.847 -0.487
O -2.463 4.229 -0.251
O -3.362 2.008 -0.818
F -1.301 2.765 -1.706
C -0.065 -1.232 1.001
C 1.036 -1.875 0.642
N 1.984 -1.303 -0.185
H 2.643 3.004 -0.176
H 4.204 2.893 0.698
H 2.912 1.755 0.984
H 4.463 1.991 -1.583
H 3.439 -0.270 -1.965
H 2.441 1.081 -2.383
H 0.583 1.652 -0.723
H -0.784 -1.707 1.638
H 1.250 -2.878 0.959
H 2.803 -1.816 -0.432
O -4.716 -3.107 1.975
C -3.739 -3.422 1.303
C -3.647 -2.170 -0.120
O -2.678 -2.474 -0.820
H -3.764 -4.346 0.690
H -2.714 -3.281 1.696
H -3.604 -1.206 0.434
H -4.661 -2.245 -0.569

***

Record 4
31
Properties=species:S:1:pos:R:3 method="wB97M-V/def2-TZVPD" gap_ev=8.686 smiles="CC(C)/[N+](=C/O)[C@H](C)N1C=CC=NN1" homo_ev=-11.79 total_charge=+1 multiplicity=1
C -2.748 -0.994 -0.316
C -1.437 -0.670 -1.027
C -0.472 -1.849 -1.036
N -0.867 0.544 -0.412
C -0.496 1.549 -1.184
O -0.377 2.798 -0.838
C -0.327 0.467 0.933
C -0.832 1.551 1.893
N 1.155 0.514 0.826
C 1.881 -0.559 1.330
C 2.827 -1.165 0.597
C 2.980 -0.728 -0.770
N 2.435 0.336 -1.216
N 1.645 1.083 -0.387
H -2.585 -1.337 0.702
H -3.395 -0.121 -0.293
H -3.262 -1.780 -0.860
H -1.665 -0.401 -2.061
H -0.932 -2.669 -1.579
H -0.242 -2.203 -0.034
H 0.453 -1.587 -1.542
H -0.512 1.417 -2.261
H -0.441 2.961 0.119
H -0.609 -0.509 1.334
H -0.821 1.158 2.906
H -1.861 1.823 1.663
H -0.197 2.435 1.900
H 1.628 -0.835 2.342
H 3.451 -1.942 0.997
H 3.568 -1.295 -1.474
H 2.054 2.010 -0.253

***

Record 5
67
Properties=species:S:1:pos:R:3 method="wB97M-V/def2-TZVPD" gap_ev=8.581 smiles="CCOc1ccc(CCNC(=O)[C@@H]2CCCN(S(=O)(=O)c3c(C)n[nH]c3C)C2)cc1OCC" homo_ev=-7.93 multiplicity=1
C 2.374 -4.326 1.426
C 1.035 -3.803 0.928
O 0.413 -3.132 2.012
C -0.721 -2.431 1.771
C -1.406 -2.405 0.569
C -2.530 -1.604 0.416
C -2.998 -0.828 1.459
C -4.133 0.137 1.253
C -3.605 1.584 1.250
N -2.413 1.711 0.443
C -2.408 2.231 -0.803
O -3.357 2.797 -1.300
C -1.072 2.042 -1.521
C -0.892 3.071 -2.637
C 0.407 2.797 -3.391
C 0.401 1.369 -3.941
N 0.135 0.391 -2.915
S 1.420 -0.371 -2.202
O 2.320 -0.738 -3.258
O 0.877 -1.411 -1.375
C 2.268 0.785 -1.160
C 2.052 1.064 0.211
C 1.076 0.429 1.133
N 2.896 1.993 0.616
N 3.648 2.308 -0.443
C 3.320 1.601 -1.544
C 4.027 1.746 -2.838
C -1.049 0.631 -2.134
C -2.334 -0.879 2.686
C -1.211 -1.667 2.858
O -0.491 -1.764 4.009
C -0.931 -1.061 5.150
C 0.022 -1.392 6.288
H 2.879 -4.861 0.627
H 2.223 -4.996 2.268
H 2.998 -3.498 1.749
H 1.179 -3.112 0.089
H 0.403 -4.639 0.597
H -1.053 -2.978 -0.272
H -3.041 -1.589 -0.536
H -4.879 0.039 2.043
H -4.613 -0.068 0.296
H -3.362 1.896 2.270
H -4.351 2.263 0.834
H -1.634 1.139 0.733
H -0.254 2.137 -0.799
H -0.881 4.077 -2.212
H -1.745 3.007 -3.314
H 0.522 3.501 -4.216
H 1.250 2.926 -2.710
H 1.358 1.101 -4.388
H -0.380 1.276 -4.705
H 0.498 1.188 1.657
H 0.426 -0.244 0.582
H 1.608 -0.153 1.884
H 4.381 2.994 -0.347
H 3.817 0.873 -3.450
H 3.695 2.639 -3.368
H 5.100 1.825 -2.675
H -1.083 -0.144 -1.367
H -1.921 0.516 -2.788
H -2.711 -0.284 3.502
H -0.927 0.022 4.956
H -1.955 -1.365 5.413
H 0.018 -2.462 6.473
H -0.283 -0.870 7.192
H 1.031 -1.092 6.023

***

Record 6
64
Properties=species:S:1:pos:R:3 method="wB97M-V/def2-TZVPD" gap_ev=9.978 homo_ev=-13.03 total_charge=+1 multiplicity=1
O -1.447 -0.315 0.566
H 1.279 5.340 -0.559
H -1.461 0.330 1.292
O 3.454 0.824 2.244
H 3.950 1.472 1.729
H -1.136 -1.134 0.989
O -5.183 -0.543 1.761
H -4.489 -1.204 1.620
H 1.527 -4.394 -1.287
O -3.055 1.763 -2.538
H 2.154 -3.601 -0.255
H 0.376 1.365 1.210
O 0.889 0.355 1.286
H 3.046 2.454 0.739
H 1.016 0.215 2.295
O 2.179 -3.696 -1.195
H -2.781 1.692 -1.635
H 2.102 -0.586 4.038
O 0.278 2.851 4.124
H 0.761 -0.415 0.610
H 1.018 2.382 3.699
O -3.622 -3.188 0.366
H -3.231 -2.275 0.532
H -3.825 -2.827 -0.507
O 1.970 2.189 -2.800
H 2.900 2.193 -2.753
H 1.684 2.443 -3.676
O 2.774 3.261 1.066
H 0.138 4.409 -0.552
H 2.380 3.764 0.367
O -0.326 1.133 -1.221
H -0.055 1.382 -2.156
H -0.036 0.246 -1.106
O -1.791 -1.417 -4.047
H -1.975 -1.701 -4.937
H -1.522 -0.477 -4.003
O 4.282 2.144 -0.761
H -0.191 2.031 -0.080
H 4.578 1.315 -1.090
O 1.242 -0.551 3.577
H 1.225 -1.449 3.162
H -0.315 -1.464 -1.264
O 0.889 -3.691 2.599
H 0.851 -4.413 3.215
H 3.156 1.205 3.073
O 0.935 -1.288 -4.431
H -3.968 2.069 -2.323
O -4.249 -0.586 -0.417
H -4.148 -0.715 -1.351
H -4.081 0.261 -0.021
O 0.640 -1.308 -0.938
H 1.190 -1.995 -1.416
H 4.331 1.930 0.198
O -0.133 2.521 0.891
H 0.019 2.375 4.892
H 0.789 2.942 0.913
O -1.323 -4.347 0.397
H -1.851 -4.575 -0.361
H -1.605 -4.295 1.329
O 1.103 4.394 -0.631
H -4.810 0.293 1.447
H -0.056 -3.464 2.526
H 1.435 -1.754 -3.739
H 0.126 -1.874 -4.703

***

Record 7
117
Properties=species:S:1:pos:R:3 method="wB97M-V/def2-TZVPD" gap_ev=8.664 homo_ev=-8.45 multiplicity=1
C 2.068 1.904 6.393
C 3.144 2.374 5.428
O 4.273 2.738 5.838
N 2.755 2.460 3.951
H 2.776 1.351 3.729
H 1.926 2.761 3.715
C 3.755 3.066 3.131
H 1.318 2.838 6.651
H 2.624 1.564 7.372
H 1.310 1.140 5.968
H 4.568 2.481 2.902
H 3.958 4.110 3.375
H 3.223 3.007 2.263
C 0.650 1.157 0.291
C -0.415 0.623 1.235
O -1.283 -0.096 0.820
N -0.277 0.935 2.702
H 0.528 0.282 2.801
H -0.006 1.834 2.868
C -1.381 0.415 3.603
H 0.392 1.262 -0.916
H 1.608 0.666 0.339
H 0.891 2.291 0.439
H -1.467 -0.682 3.568
H -2.464 0.974 3.685
H -1.094 0.556 4.550
O 0.276 3.469 3.609
H 0.247 4.233 2.994
O 2.074 -0.037 3.148
H 2.600 -0.805 3.048
F -3.948 3.392 0.916
C -4.487 2.295 1.600
C -4.396 0.933 1.120
C -4.721 -0.247 1.995
C -5.258 -0.043 3.206
C -5.396 1.307 3.645
C -4.988 2.463 2.852
H -3.901 0.783 0.195
H -4.802 -1.383 1.632
H -5.534 -0.817 3.724
H -5.965 1.518 4.356
H -5.019 3.503 3.420
C -2.267 -2.498 -1.517
C -2.840 -1.177 -2.213
C -4.182 -1.021 -2.085
S -4.750 -2.653 -2.285
O -5.285 -2.751 -3.595
O -5.595 -2.766 -1.082
C -3.247 -3.536 -2.043
H -2.364 -2.295 -0.481
H -1.281 -2.843 -1.996
H -2.633 -1.353 -3.147
H -2.130 -0.410 -1.821
H -4.601 -0.314 -2.898
H -4.637 -0.714 -1.105
H -3.213 -4.146 -2.992
H -3.606 -4.264 -1.255
C 4.449 -2.685 0.071
C 5.265 -2.352 -1.144
C 5.748 -1.030 -1.152
S 4.619 -0.195 -0.038
O 3.805 0.681 -0.819
O 5.461 0.220 1.052
C 3.539 -1.496 0.293
H 5.194 -2.726 1.082
H 3.987 -3.776 0.009
H 4.571 -2.454 -1.832
H 6.121 -3.102 -1.291
H 5.479 -0.495 -2.297
H 6.773 -0.804 -0.981
H 2.455 -1.829 -0.024
H 3.416 -1.354 1.356
C -2.726 4.978 -2.681
C -2.138 3.857 -1.931
C -0.743 4.009 -2.112
S -0.419 4.543 -3.744
O 0.079 3.519 -4.552
O 0.401 5.774 -3.686
C -2.055 5.025 -4.106
H -2.749 5.806 -2.005
H -3.944 4.956 -2.724
H -2.423 2.875 -2.191
H -2.483 3.662 -0.831
H -0.127 3.123 -1.970
H -0.509 4.865 -1.541
H -2.556 4.352 -4.795
H -2.193 5.974 -4.543
C 1.245 0.433 -5.531
C 2.463 -0.570 -5.821
C 2.830 -1.225 -4.623
S 1.322 -1.350 -3.623
O 1.586 -0.416 -2.498
O 0.911 -2.726 -3.450
C 0.234 -0.512 -4.756
H 0.887 0.921 -6.271
H 1.554 1.016 -4.690
H 3.413 -0.103 -6.246
H 2.064 -1.266 -6.569
H 3.725 -0.742 -3.978
H 3.050 -2.292 -4.591
H -0.499 -0.104 -4.356
H -0.207 -1.252 -5.498
C -0.575 -3.615 2.532
C 0.600 -3.153 1.902
C 0.754 -3.818 0.582
S -0.013 -5.399 0.771
O 1.044 -6.463 0.753
O -1.082 -5.369 -0.161
C -0.473 -5.067 2.421
H -1.462 -3.274 1.911
H -0.550 -3.176 3.491
H 1.382 -3.559 2.400
H 0.797 -2.218 1.719
H 1.767 -3.966 0.154
H 0.170 -3.210 -0.023
H 0.431 -5.593 3.036
H -1.248 -5.701 2.480

***

Record 8
62
Properties=species:S:1:pos:R:3 method="wB97M-V/def2-TZVPD" gap_ev="3.595 / 9.009" homo_ev="-1.38 / -6.80" total_charge=-1 multiplicity=2
C -1.240 0.421 0.062
Cl -0.295 1.763 -0.570
Cl -2.693 0.443 -0.986
Cl -0.489 -1.187 0.022
Cl -1.802 0.768 1.752
C 2.280 1.818 1.935
N 3.386 1.130 1.188
O 4.048 1.754 0.374
O 3.425 -0.093 1.302
H 2.525 1.563 2.966
H 1.343 1.457 1.511
H 2.310 2.894 1.765
C -1.115 4.354 -2.564
N -2.328 4.918 -3.250
O -3.351 5.006 -2.581
O -2.304 5.287 -4.447
H -0.856 3.515 -3.210
H -1.445 4.067 -1.566
H -0.299 5.070 -2.465
C -0.399 -4.508 -1.603
N 0.508 -5.545 -1.142
O 0.061 -6.706 -1.056
O 1.645 -5.215 -0.826
H -1.404 -4.930 -1.626
H -0.120 -4.025 -2.540
H -0.185 -3.768 -0.833
C -2.989 -4.932 1.041
C -4.123 -5.004 0.280
C -4.852 -3.852 -0.025
C -4.375 -2.610 0.308
C -3.351 -2.550 1.284
C -2.638 -3.701 1.542
H -2.452 -5.826 1.321
H -4.411 -6.023 0.066
H -5.704 -3.956 -0.681
H -4.974 -1.775 -0.025
H -3.092 -1.577 1.674
H -1.754 -3.625 2.158
C 3.330 -1.387 -1.805
C 4.247 -1.942 -2.772
C 3.836 -1.953 -4.104
C 2.630 -1.368 -4.464
C 1.876 -0.666 -3.562
C 2.242 -0.636 -2.247
H 3.558 -1.408 -0.750
H 5.138 -2.467 -2.461
H 4.332 -2.485 -4.903
H 2.282 -1.394 -5.486
H 0.966 -0.131 -3.792
H 1.722 -0.031 -1.518
C -0.249 3.158 4.048
C 0.742 3.300 4.940
C 1.626 4.443 4.837
C 1.408 5.412 3.865
C 0.359 5.211 2.980
C -0.403 4.098 3.052
H -0.783 2.219 4.054
H 1.085 2.612 5.698
H 2.466 4.489 5.513
H 2.100 6.241 3.883
H 0.127 5.892 2.175
H -1.131 3.972 2.264

***

Record 9
26
Properties=species:S:1:pos:R:3 method="wB97M-V/def2-TZVPD" gap_ev=8.978 homo_ev=-11.91 total_charge=+1 multiplicity=1
C 0.802 2.426 0.639
C 0.109 1.778 1.602
C 1.354 1.913 -0.614
C -0.192 0.228 1.467
C -1.618 -0.237 -0.501
C 0.991 -0.354 0.605
C 1.389 0.595 -0.541
C -0.070 -1.731 2.896
N -1.542 0.198 0.745
N -1.662 -0.563 -1.594
N -0.852 -1.029 -3.908
O -0.299 -0.341 2.693
F 1.997 -0.073 -1.520
H 1.045 3.397 0.872
H -0.162 2.364 2.457
H 1.424 2.633 -1.398
H 1.694 -0.371 1.361
H 0.955 -1.381 0.183
H -0.675 -1.883 3.771
H 0.934 -1.920 3.213
H -0.249 -2.301 1.966
H -2.247 0.959 1.144
H -1.211 -0.667 -2.916
H -1.368 -1.758 -4.281
H -0.571 -0.421 -4.638
H 0.022 -1.461 -3.705

***

| no. | energy (eV) | F_max (eV/Å) |
| --- | --- | --- |
| 1 | -56462.7565 | 0.408 |
| 2 | -6727.6400 | 1.661 |
| 3 | -41676.6779 | 5.600 |
| 4 | -17607.5682 | 1.399 |
| 5 | -51436.4229 | 1.086 |
| 6 | -43686.0775 | 3.647 |
| 7 | -122726.0436 | 11.247 |
| 8 | -90087.3796 | 4.323 |
| 9 | -17732.9207 | 3.369 |